{
  "formula": "C47H50AsBF2LuN6OS6",
  "method": "ωB97M-V/def2-TZVPD",
  "total_energy_ha": -8310.19662,
  "multiplicity": 1,
  "e_lumo_ha": 0.087,
  "homo_lumo_gap_ev": 7.07,
  "total_charge": -1,
  "elements": ["Lu", "C", "N", "C", "C", "N", "C", "C", "C", "C", "C", "C", "C", "S", "C", "C", "C", "C", "C", "C", "S", "H", "H", "H", "H", "H", "H", "H", "H", "H", "H", "H", "H", "H", "H", "H", "H", "H", "H", "F", "B", "F", "S", "C", "S", "C", "N", "N", "C", "C", "C", "C", "C", "C", "S", "H", "H", "H", "H", "H", "O", "As", "C", "C", "C", "C", "C", "C", "C", "C", "C", "C", "C", "C", "C", "C", "C", "C", "C", "C", "H", "H", "H", "H", "H", "H", "H", "H", "H", "H", "H", "H", "H", "H", "H", "C", "N", "C", "C", "S", "N", "C", "C", "H", "H", "H", "H", "H", "H", "H", "H", "H", "H", "H", "H"],
  "coordinates": [[0.1890, 0.5224, 0.7342], [-1.5356, 2.1289, 3.4976], [-1.8082, 1.0551, 2.5224], [-3.0525, 1.3404, 1.8033], [-2.9431, 2.5932, 0.9438], [-1.7246, 2.6198, 0.1059], [-2.0452, 2.2278, -1.2756], [-1.1795, 3.9675, 0.1270], [-1.9579, 5.0341, -0.3123], [-1.5106, 6.3412, -0.2306], [-0.2529, 6.5918, 0.3034], [0.5279, 5.5431, 0.7444], [0.0884, 4.2097, 0.6716], [1.1063, 2.9695, 1.3352], [-1.8481, -0.1941, 3.2528], [-3.0334, -0.8535, 3.5536], [-3.0398, -1.9793, 4.3633], [-1.8541, -2.4402, 4.9102], [-0.6643, -1.8015, 4.6081], [-0.6309, -0.7038, 3.7466], [0.9127, 0.0278, 3.3386], [-2.3888, 2.2460, 4.1797], [-1.3427, 3.0726, 2.9910], [-0.6476, 1.8841, 4.0723], [-3.8846, 1.5048, 2.5041], [-3.2822, 0.4782, 1.1788], [-2.9408, 3.4700, 1.5899], [-3.8430, 2.6539, 0.3195], [-2.7287, 2.9384, -1.7578], [-2.5186, 1.2478, -1.2658], [-1.1316, 2.1657, -1.8606], [-2.9489, 4.8393, -0.7068], [-2.1430, 7.1542, -0.5633], [0.1105, 7.6096, 0.3833], [1.4952, 5.7297, 1.1937], [-3.9720, -0.4989, 3.1523], [-3.9774, -2.4767, 4.5764], [-1.8531, -3.3042, 5.5636], [0.2685, -2.1401, 5.0380], [1.4052, -0.1635, -3.4121], [1.3145, -0.1096, -2.0698], [2.2358, -0.9578, -1.4887], [-3.3150, -1.0828, -5.4406], [-3.2283, -1.3793, -3.8156], [-1.8136, -0.9247, -2.8921], [-2.6275, -1.4470, -1.3910], [-3.8051, -1.9070, -1.6253], [-4.1481, -1.9107, -2.9585], [-5.4256, -2.4724, -3.2419], [-6.2848, -2.6952, -2.1611], [-7.5399, -3.2381, -2.3656], [-7.9658, -3.5679, -3.6434], [-7.1083, -3.3691, -4.7116], [-5.8415, -2.8366, -4.5214], [-1.9280, -1.3678, 0.1589], [-5.9511, -2.4399, -1.1684], [-8.1957, -3.3984, -1.5194], [-8.9547, -3.9794, -3.8014], [-7.4200, -3.6232, -5.7165], [-5.1865, -2.7005, -5.3611], [0.4500, 0.5253, -1.3434], [1.3921, -2.0944, 0.9605], [1.2929, -3.6145, -0.3103], [1.7206, -4.9089, -0.0187], [1.5244, -5.9402, -0.9253], [0.9094, -5.6923, -2.1437], [0.4756, -4.4113, -2.4467], [0.6489, -3.3920, -1.5238], [3.3057, -1.6672, 1.0154], [4.2955, -2.6240, 0.8173], [5.6341, -2.2720, 0.8761], [5.9979, -0.9610, 1.1508], [5.0191, -0.0013, 1.3462], [3.6807, -0.3533, 1.2673], [1.3968, -3.2448, 2.5526], [2.3695, -3.1461, 3.5411], [2.3215, -3.9677, 4.6578], [1.2988, -4.8944, 4.8004], [0.3155, -4.9887, 3.8263], [0.3609, -4.1621, 2.7156], [2.1956, -5.1172, 0.9322], [1.8550, -6.9435, -0.6856], [0.7576, -6.4956, -2.8539], [0.0058, -4.2064, -3.4006], [0.2779, -2.4043, -1.7538], [4.0090, -3.6480, 0.6078], [6.4001, -3.0165, 0.6971], [7.0442, -0.6888, 1.2112], [5.2897, 1.0269, 1.5467], [2.9327, 0.4220, 1.4045], [3.1527, -2.4060, 3.4446], [3.0845, -3.8791, 5.4213], [1.2663, -5.5349, 5.6733], [-0.4861, -5.7091, 3.9316], [-0.4115, -4.2261, 1.9561], [3.6776, 5.8999, -1.5995], [3.9785, 4.5425, -1.1817], [4.4144, 4.3914, 0.1954], [3.5289, 3.4663, -1.8710], [3.3792, 1.9600, -1.1884], [3.2523, 3.7270, -3.2189], [2.3629, 2.7847, -3.8798], [4.4331, 4.0033, -4.0265], [3.0798, 6.3933, -0.8293], [3.1035, 5.8793, -2.5204], [4.5956, 6.4738, -1.7596], [4.9338, 5.3023, 0.4954], [5.0916, 3.5413, 0.2669], [3.5704, 4.1991, 0.8597], [1.5006, 2.5930, -3.2466], [2.8490, 1.8278, -4.0914], [2.0280, 3.2324, -4.8174], [5.1125, 4.6686, -3.4973], [4.1248, 4.4741, -4.9610], [4.9689, 3.0737, -4.2615]]
}

***

{
  "formula": "C19H21BrClN4O",
  "method": "ωB97M-V/def2-TZVPD",
  "total_energy_ha": -4064.84373,
  "multiplicity": 1,
  "e_lumo_ha": -0.136,
  "homo_lumo_gap_ev": 9.15,
  "smiles": "C[C@@H](O)Cn1c(-c2ccccn2)c(C[C@@H](C)Cl)[n+](Br)c1-c1ccncc1",
  "total_charge": 1,
  "elements": ["C", "C", "O", "C", "N", "C", "C", "C", "C", "C", "C", "N", "C", "C", "C", "C", "Cl", "N", "Br", "C", "C", "C", "C", "N", "C", "C", "H", "H", "H", "H", "H", "H", "H", "H", "H", "H", "H", "H", "H", "H", "H", "H", "H", "H", "H", "H", "H"],
  "coordinates": [[1.9063, -2.0117, 0.9015], [0.5827, -2.3673, 1.5734], [0.7324, -2.5862, 2.9751], [-0.5051, -1.2853, 1.5680], [-0.6487, -0.4800, 0.3467], [-0.0144, 0.7459, 0.1792], [0.8790, 1.4053, 1.1653], [0.3280, 2.2267, 2.1419], [1.1886, 2.8697, 3.0247], [2.5503, 2.6671, 2.8820], [3.0024, 1.8427, 1.8556], [2.1893, 1.2179, 1.0100], [-0.4087, 1.2583, -1.0066], [0.0017, 2.5541, -1.6204], [1.5128, 2.6032, -1.9688], [1.7807, 2.6096, -3.4755], [2.2471, 4.0373, -1.1990], [-1.2954, 0.3328, -1.5354], [-2.0051, 0.5206, -3.2276], [-1.4529, -0.7108, -0.6929], [-2.3829, -1.8329, -0.8767], [-2.0387, -3.1428, -0.5572], [-2.9812, -4.1482, -0.7349], [-4.2067, -3.9334, -1.2004], [-4.5394, -2.6796, -1.4924], [-3.6772, -1.6016, -1.3443], [1.8073, -1.3294, 0.0570], [2.3860, -2.9208, 0.5305], [2.5707, -1.5643, 1.6422], [0.2092, -3.2965, 1.1330], [1.2431, -3.3923, 3.1151], [-1.4730, -1.7288, 1.8030], [-0.2677, -0.5845, 2.3698], [-0.7463, 2.3620, 2.1998], [0.7996, 3.5194, 3.7994], [3.2646, 3.1382, 3.5457], [4.0673, 1.6885, 1.7109], [-0.2219, 3.3388, -0.8948], [-0.5900, 2.7688, -2.5098], [2.0049, 1.7399, -1.5202], [0.9841, 2.0947, -4.0181], [2.7287, 2.1191, -3.6951], [1.8496, 3.6338, -3.8444], [-1.0490, -3.4078, -0.2087], [-2.7208, -5.1734, -0.4904], [-5.5474, -2.5113, -1.8585], [-4.0438, -0.6056, -1.5576]]
}

***

{
  "formula": "C44H54F2NO3P2RuSSi",
  "method": "ωB97M-V/def2-TZVPD",
  "total_energy_ha": -3654.24633,
  "multiplicity": 5,
  "e_lumo_ha": [-0.093, -0.160],
  "homo_lumo_gap_ev": [7.05, 6.31],
  "total_charge": 1,
  "elements": ["Ru", "O", "S", "O", "O", "C", "C", "C", "C", "C", "C", "P", "C", "C", "C", "C", "C", "C", "C", "C", "C", "C", "C", "C", "H", "H", "H", "H", "H", "H", "H", "H", "H", "H", "H", "H", "H", "H", "C", "Si", "C", "N", "C", "C", "C", "C", "C", "C", "C", "C", "C", "C", "C", "C", "C", "C", "C", "C", "C", "H", "H", "H", "H", "H", "H", "H", "H", "H", "H", "H", "H", "H", "H", "H", "H", "H", "H", "H", "H", "H", "H", "H", "H", "C", "C", "P", "C", "C", "C", "C", "H", "H", "H", "H", "H", "H", "H", "H", "H", "H", "H", "H", "H", "H", "H", "F", "C", "F", "H"],
  "coordinates": [[-0.2796, 0.2787, -0.3561], [2.6413, -1.2764, 0.9009], [2.8881, 0.1496, 0.8453], [3.4706, 0.7522, 2.0098], [1.6618, 0.8892, 0.4053], [4.0451, 0.3838, -0.4868], [5.3545, 0.6444, -0.1176], [6.3512, 0.7354, -1.0792], [6.0311, 0.5631, -2.4135], [4.7152, 0.3199, -2.7764], [3.7001, 0.2249, -1.8257], [1.9888, -0.0349, -2.4254], [2.0575, 0.9654, -3.9555], [2.4897, 2.2900, -3.8664], [2.3978, 3.1381, -4.9557], [1.8681, 2.6770, -6.1541], [1.4569, 1.3570, -6.2576], [1.5562, 0.5032, -5.1666], [1.9353, -1.7465, -3.0234], [3.0523, -2.5517, -3.2106], [2.9054, -3.8462, -3.6840], [1.6455, -4.3437, -3.9794], [0.5232, -3.5505, -3.7807], [0.6685, -2.2645, -3.2888], [5.5792, 0.7758, 0.9294], [7.3700, 0.9407, -0.7837], [6.7961, 0.6283, -3.1742], [4.4718, 0.2177, -3.8260], [2.9201, 2.6584, -2.9424], [2.7459, 4.1593, -4.8727], [1.7957, 3.3382, -7.0060], [1.0653, 0.9830, -7.1930], [1.2320, -0.5241, -5.2654], [4.0395, -2.1778, -2.9775], [3.7790, -4.4672, -3.8223], [1.5365, -5.3516, -4.3549], [-0.4629, -3.9379, -3.9970], [-0.2117, -1.6586, -3.0978], [-1.0374, 1.1330, 1.3294], [-1.2555, 0.2363, 2.9545], [-1.7833, -1.6404, 2.8167], [-0.9980, -2.5306, 2.0565], [0.3704, -2.8199, 2.4196], [0.6346, -4.3260, 2.3109], [-0.6109, -5.1020, 2.7284], [-1.7874, -4.7936, 1.7929], [-1.5902, -3.4297, 1.0964], [0.1904, 0.3724, 4.1136], [1.1298, 1.3903, 3.9499], [2.1373, 1.5931, 4.8811], [2.2237, 0.7768, 5.9946], [1.3014, -0.2432, 6.1800], [0.2957, -0.4378, 5.2503], [-2.8032, 0.9449, 3.7300], [-2.7873, 1.5140, 5.0024], [-3.9386, 2.0621, 5.5512], [-5.1238, 2.0491, 4.8354], [-5.1614, 1.4890, 3.5648], [-4.0098, 0.9465, 3.0211], [-0.3441, 1.9637, 1.4995], [-2.0269, 1.5464, 1.1301], [-2.8176, -1.6726, 2.4805], [-1.7380, -1.9400, 3.8734], [0.5412, -2.4280, 3.4237], [1.0187, -2.2576, 1.7218], [1.4863, -4.5602, 2.9492], [0.9287, -4.5823, 1.2916], [-0.8713, -4.8254, 3.7536], [-0.4120, -6.1724, 2.7399], [-2.7311, -4.7988, 2.3382], [-1.8656, -5.5405, 1.0021], [-2.5249, -3.0046, 0.7354], [-0.8914, -3.5207, 0.2655], [1.1085, 2.0182, 3.0716], [2.8663, 2.3739, 4.7218], [3.0140, 0.9279, 6.7173], [1.3651, -0.8818, 7.0504], [-0.4247, -1.2270, 5.4388], [-1.8673, 1.5334, 5.5735], [-3.9081, 2.5006, 6.5388], [-6.0197, 2.4763, 5.2633], [-6.0853, 1.4776, 3.0036], [-4.0577, 0.5220, 2.0225], [-2.6639, 3.9191, 0.2332], [-2.4859, 3.2368, -1.1192], [-0.9341, 2.3301, -1.4667], [0.3943, 3.5323, -1.1207], [0.3236, 4.8155, -1.9455], [-0.9456, 2.0295, -3.2794], [-2.0683, 2.6613, -4.0961], [-3.4949, 4.6199, 0.1606], [-1.7852, 4.4898, 0.5310], [-2.9057, 3.2252, 1.0357], [-2.4786, 4.0046, -1.8987], [-3.3228, 2.5772, -1.3452], [1.3349, 2.9985, -1.2899], [0.3659, 3.7464, -0.0497], [0.3059, 4.6045, -3.0151], [1.2008, 5.4317, -1.7494], [-0.5540, 5.4112, -1.6974], [-0.9444, 0.9460, -3.4112], [0.0222, 2.3797, -3.6429], [-3.0541, 2.3505, -3.7551], [-1.9631, 2.3452, -5.1337], [-2.0264, 3.7496, -4.0833], [-3.0132, 0.2950, -1.5084], [-1.8968, -0.4043, -1.1813], [0.1077, -1.5715, -0.1818], [-2.0840, -1.4788, -1.2253]]
}

***

{
  "formula": "C23H29NO",
  "method": "ωB97M-V/def2-TZVPD",
  "total_energy_ha": -1023.79932,
  "multiplicity": 1,
  "e_lumo_ha": 0.027,
  "homo_lumo_gap_ev": 9.07,
  "smiles": "OCC1(CCc2ccccc2)CCN(C/C=C/c2ccccc2)CC1",
  "elements": ["O", "C", "C", "C", "C", "C", "C", "C", "C", "C", "C", "C", "C", "N", "C", "C", "C", "C", "C", "C", "C", "C", "C", "C", "C", "H", "H", "H", "H", "H", "H", "H", "H", "H", "H", "H", "H", "H", "H", "H", "H", "H", "H", "H", "H", "H", "H", "H", "H", "H", "H", "H", "H", "H"],
  "coordinates": [[-1.7338, 2.1101, 3.8346], [-2.1821, 1.5407, 2.6289], [-1.1061, 1.4970, 1.5179], [-0.6790, 2.9621, 1.2921], [0.5383, 3.2213, 0.3955], [1.8723, 2.9915, 1.0528], [2.8194, 2.1589, 0.4682], [4.0526, 1.9563, 1.0619], [4.3614, 2.5891, 2.2532], [3.4327, 3.4333, 2.8376], [2.2022, 3.6357, 2.2394], [0.0777, 0.6096, 1.9221], [-0.2926, -0.8701, 1.9937], [-0.7757, -1.3081, 0.6998], [-0.9635, -2.7431, 0.6200], [-1.0213, -3.2370, -0.7942], [-0.5038, -2.5784, -1.8280], [-0.5085, -3.0020, -3.2204], [-1.2970, -4.0521, -3.6937], [-1.2648, -4.4161, -5.0258], [-0.4463, -3.7416, -5.9172], [0.3377, -2.6934, -5.4651], [0.3029, -2.3260, -4.1340], [-1.9860, -0.5911, 0.3451], [-1.7113, 0.9061, 0.2372], [-1.0117, 1.5711, 4.1759], [-3.0086, 2.1770, 2.3016], [-2.5839, 0.5378, 2.8171], [-1.5364, 3.4801, 0.8544], [-0.5007, 3.4085, 2.2716], [0.4710, 2.6211, -0.5134], [0.4956, 4.2721, 0.0913], [2.5902, 1.6620, -0.4650], [4.7739, 1.3029, 0.5928], [5.3221, 2.4306, 2.7204], [3.6698, 3.9401, 3.7620], [1.4925, 4.3079, 2.6995], [0.8555, 0.7059, 1.1673], [0.5048, 0.9351, 2.8738], [0.6057, -1.4449, 2.2382], [-1.0353, -1.0565, 2.7922], [-1.8761, -3.0674, 1.1572], [-0.1133, -3.2268, 1.1166], [-1.4931, -4.2018, -0.9173], [-0.0128, -1.6350, -1.6282], [-1.9497, -4.5809, -3.0158], [-1.8846, -5.2300, -5.3741], [-0.4235, -4.0290, -6.9581], [0.9764, -2.1600, -6.1546], [0.9172, -1.5069, -3.7870], [-2.3297, -0.9630, -0.6233], [-2.7918, -0.7817, 1.0785], [-1.0087, 1.0556, -0.5832], [-2.6400, 1.4235, -0.0122]]
}